(1)
DFT (ωB97M-V/def2-TZVPD) results for a single C7H10O molecule.

Geometry as XYZ:
```
18
Properties=species:S:1:pos:R:3:nbo_charge:R:1
C 3.103 0.211 -0.455 0.4459
O 4.011 -0.204 0.213 -0.5094
C 1.702 -0.446 -0.482 -0.5313
H 1.392 -0.354 -1.505 0.2053
H -1.908 -2.031 0.098 0.2296
C -1.267 1.277 0.085 -0.1888
H 0.746 -0.305 1.366 0.2056
C -1.791 -1.212 -0.579 -0.6477
H 0.766 2.159 -0.394 0.2026
H -2.826 -0.829 -0.891 0.2164
C 0.171 1.683 0.369 -0.4294
H -1.288 -1.414 -1.435 0.2228
H 1.648 -1.411 -0.029 0.2270
H -2.196 1.884 -0.181 0.2002
C -1.060 -0.019 -0.114 0.0285
H 3.157 1.047 -1.149 0.1021
H 0.270 2.094 1.335 0.2036
C 0.429 0.112 0.404 -0.1829
```

Computed properties:
E_tot	-9465.5682	eV
LUMO energy	0.89	eV
highest occupied orbital energy	-9.4	eV
SMILES	CC1=CC[C@@H]1CC=O
charge	0

(2)
DFT (ωB97M-V/def2-TZVPD) results for a single C5H5NO molecule.

Geometry as XYZ:
```
12
Properties=species:S:1:pos:R:3:nbo_charge:R:1
C 0.288 -0.515 1.162 -0.4519
N -2.924 0.204 -0.576 -0.2954
C -0.338 0.245 -1.051 -0.0161
C -1.791 0.175 -0.805 0.2521
C 0.567 -0.703 -0.285 -0.2584
H 1.201 -1.434 -0.775 0.2378
O 0.156 1.421 -0.363 -0.4832
H 0.993 -1.050 1.792 0.2338
C 0.945 0.635 0.505 0.1075
H 1.762 1.190 0.982 0.2151
H -0.726 -0.457 1.537 0.2265
H -0.135 0.288 -2.123 0.2322
```

Computed properties:
E_tot	-8800.4442	eV
LUMO energy	0.86	eV
highest occupied orbital energy	-9.5	eV
SMILES	N#C[C@H]1O[C@H]2C[C@H]21
charge	0

(3)
DFT (ωB97M-V/def2-TZVPD) results for a single C25H21ClN2O2S molecule.

Geometry as XYZ:
```
52
Properties=species:S:1:pos:R:3:nbo_charge:R:1
H -0.702 -2.625 -3.358 0.2409
C -3.939 -0.381 -1.055 -0.2466
H -1.270 -2.165 2.373 0.1968
H -4.137 0.187 -1.965 0.2405
H -4.881 -0.692 -0.598 0.2044
H -0.526 2.624 -0.089 0.2235
H 1.464 -1.109 6.037 0.1737
H 3.516 -1.088 2.083 0.2243
Cl -0.066 2.232 2.685 0.0010
C -0.220 -1.919 2.296 -0.1033
H 2.340 -1.973 0.105 0.2144
C 0.434 -1.410 3.404 -0.3403
C -1.248 1.563 1.625 -0.0503
C 1.782 -1.084 3.322 0.3255
H 2.269 1.893 -4.644 0.2200
C -1.216 -2.562 -2.398 -0.5205
O -2.440 -0.740 -3.417 -0.6113
C -0.303 -2.034 -1.320 -0.0898
C 1.875 -0.226 5.538 -0.2526
H -3.816 -0.611 1.647 0.2085
C 2.131 2.123 -0.753 -0.2202
H -2.926 -2.166 -0.677 0.3887
C 1.798 -1.797 1.021 -0.1262
C 0.433 -2.082 1.079 -0.1544
C 2.805 3.016 -2.892 -0.2105
C -2.182 0.673 2.127 -0.2261
C -3.092 0.094 1.263 -0.2130
C -0.328 -2.544 -0.075 -0.0739
N -3.186 -1.564 -1.445 -0.6130
S 0.795 -0.461 -3.366 0.3881
H -2.187 0.429 3.178 0.2243
C 2.759 3.094 -1.500 -0.2197
O 2.524 -0.564 4.336 -0.4909
C -3.082 0.400 -0.092 -0.0345
C -2.158 1.322 -0.568 -0.2193
C -2.339 -1.528 -2.506 0.6926
C 0.447 -0.846 -1.664 0.0869
H 2.640 0.220 6.171 0.2001
C 1.597 0.975 -2.825 -0.2484
H 1.076 0.503 5.368 0.1807
H -2.145 1.567 -1.619 0.2305
C 2.462 -1.312 2.122 -0.2659
H -0.117 -1.275 4.322 0.2173
H 3.302 3.794 -3.451 0.2157
H 2.093 2.163 0.324 0.2312
C -1.245 1.913 0.285 -0.1532
N 0.879 0.021 -0.823 -0.4517
H -1.002 -3.372 0.122 0.1924
C 2.230 1.958 -3.567 -0.2041
H 3.225 3.932 -1.003 0.2164
H -1.615 -3.540 -2.131 0.2323
C 1.535 1.049 -1.413 0.1692
```

Computed properties:
E_tot	-56699.3684	eV
LUMO energy	-0.13	eV
highest occupied orbital energy	-7.8	eV
SMILES	COc1ccc(/C=C(/CC(=O)NCc2ccc(Cl)cc2)c2nc3ccccc3s2)cc1
charge	0

(4)
DFT (ωB97M-V/def2-TZVPD) results for C35H49N8O11P2Ti as an isolated structure.

Geometry as XYZ:
```
106
Properties=species:S:1:pos:R:3:lowdin_charge:R:1
H 6.009 2.425 -0.894 0.0835
C 3.539 -2.175 5.641 -0.1892
H 4.060 -1.213 5.678 0.1120
C 0.074 -6.113 0.190 -0.1772
C -3.309 7.331 4.717 -0.0959
H -2.807 -3.464 2.747 0.0824
C 0.413 2.826 3.270 -0.0574
H -0.175 5.305 1.715 0.0874
H -4.131 -0.465 0.896 0.1153
H 0.346 9.040 2.804 0.0829
H 4.371 -2.639 3.678 0.1078
N 2.565 -1.678 3.447 -0.1350
C 2.159 -2.026 6.279 -0.2105
C 1.304 -1.062 5.459 -0.1752
H 0.684 -0.795 3.390 0.1012
C -1.344 -5.622 0.459 -0.0697
H 2.126 1.577 3.097 0.0951
H -2.852 9.360 4.199 0.1001
C 1.051 -3.823 0.398 -0.4329
C 0.009 6.272 2.183 -0.0113
H 0.566 -6.375 1.126 0.1178
H -0.182 -3.287 -3.159 0.1697
H 6.400 0.941 -1.820 0.0740
H 3.013 -4.545 -2.484 0.0846
C -2.933 6.006 4.576 -0.0296
O 5.134 -1.277 -2.365 -0.2921
C -1.488 7.996 3.271 -0.2319
N 4.703 0.446 0.342 0.1568
H 2.963 -3.606 4.130 0.1218
O 3.130 -0.006 -3.258 -0.1235
H 4.148 -2.900 6.188 0.1046
C 1.670 2.378 3.667 -0.0379
H -4.157 7.595 5.336 0.0943
C -1.221 -1.596 1.659 -0.1425
H 5.351 2.201 -2.505 0.0829
H -1.912 3.732 2.939 0.1089
H -1.982 0.752 -0.332 0.1231
H 0.052 -6.998 -0.448 0.1174
N -0.855 -0.669 0.806 -0.0040
H 3.348 -3.667 -0.990 0.0632
O 1.327 -3.981 1.575 0.0727
C 0.955 -5.062 -0.505 -0.3029
Ti 1.218 -0.389 -0.019 1.0414
C 2.338 2.947 4.740 -0.1009
P 2.928 2.135 -0.908 0.3469
O 2.942 -1.213 -1.002 -0.3782
H 4.337 -5.047 -1.443 0.0781
C -0.205 3.865 3.991 -0.2180
H -0.826 9.042 1.498 0.0806
H 2.308 -6.567 -1.205 0.1190
H -3.462 5.211 5.087 0.1085
H 0.146 7.005 1.390 0.0718
H 2.244 -1.681 7.313 0.1032
C 1.226 -1.514 4.006 -0.1651
P 3.911 -0.549 -1.973 0.3259
N -1.488 4.292 3.677 0.0858
N 2.189 -0.501 1.514 -0.1030
C -3.076 -0.662 0.954 -0.0479
O 1.710 1.202 -1.147 -0.4049
C 2.954 -1.235 2.249 -0.1841
C 4.388 0.988 -1.035 -0.4842
H 5.016 1.193 0.960 0.1496
H 0.955 6.186 2.725 0.0960
C -0.244 2.217 2.048 -0.5504
O 0.548 1.702 1.192 -0.1214
H 0.295 -0.982 5.871 0.1110
C 3.318 -4.661 -1.441 -0.0616
H -1.858 -5.360 -0.470 0.0813
H 2.256 4.476 6.248 0.0953
C -1.124 6.654 3.098 -0.1558
H -1.083 10.074 2.905 0.0686
N -2.558 -1.629 1.792 -0.1116
O 2.924 2.501 0.633 -0.1669
O 3.106 3.275 -1.819 -0.2746
H -1.335 -4.739 1.103 0.0573
H 3.315 2.584 5.033 0.0933
H 1.670 -3.007 6.309 0.1098
H 1.742 -0.059 5.491 0.1039
C 2.388 -5.608 -0.688 -0.1643
H 3.861 0.018 0.779 0.0451
H 0.024 5.276 5.590 0.1127
O 0.143 -5.701 -2.674 0.0965
H 2.773 -5.796 0.317 0.1196
N 0.801 -2.594 -0.129 0.0970
O 0.206 -1.266 -1.786 -0.0179
C 0.381 -2.432 -1.381 -0.5318
C -2.007 -0.075 0.355 -0.1043
C 0.490 4.459 5.052 -0.0319
C 5.625 1.675 -1.593 -0.0845
C -2.577 8.318 4.077 -0.0676
O -1.482 2.233 1.956 0.0115
H -0.553 -2.294 2.146 0.1142
H 2.297 0.412 -2.975 0.0569
H 2.003 2.280 1.012 0.0271
H 5.407 -0.292 0.283 0.1537
C 1.744 4.005 5.418 -0.0970
H -1.936 -6.393 0.955 0.0734
C -1.844 5.664 3.782 -0.2164
N 0.135 -3.496 -2.223 0.2401
C 3.409 -2.604 4.185 -0.1825
H -4.302 -2.645 2.283 0.0888
C 0.377 -4.809 -1.889 -0.4145
H -3.377 -2.064 3.679 0.0916
C -0.722 9.097 2.584 -0.0580
C -3.301 -2.497 2.682 -0.0132
H 0.706 -2.482 3.961 0.1163
```

Computed properties:
E_tot	-113241.9568	eV
LUMO energy (spin up / spin down)	2.21 / 2.21	eV
highest occupied orbital energy (spin up / spin down)	-4.6 / -4.6	eV
charge	-1

(5)
DFT (ωB97M-V/def2-TZVPD) results for C27H20AsF5N5O5PS6Zr as an isolated structure.

Geometry as XYZ:
```
71
Properties=species:S:1:pos:R:3:lowdin_charge:R:1
H -0.740 6.777 -0.315 0.0939
N 0.993 0.569 1.738 0.0204
C -0.799 6.037 -1.105 -0.1032
H -3.112 2.412 -1.797 0.1036
H -1.016 3.383 -3.900 0.1069
C -2.127 -0.568 -4.021 -0.0806
O 1.057 -0.243 -0.789 -0.3815
F 4.289 -4.841 5.356 0.0845
As -2.922 -2.194 1.698 -0.3726
N -3.083 1.998 2.426 0.0297
H -0.417 4.378 0.213 0.0895
H 2.833 -0.136 1.125 0.0632
H -4.177 -0.588 -4.653 0.0945
C 2.945 -3.432 4.001 -0.1484
C 0.364 1.426 2.536 -0.2242
C 1.239 1.664 -2.200 -0.2404
O -0.057 -2.554 -1.434 -0.4937
H 1.848 -4.559 -0.983 -0.0093
C -2.905 1.202 1.361 -0.3001
C -1.077 1.538 2.321 -0.4288
S -3.315 -4.242 1.991 -0.1237
S -4.652 -1.089 2.415 -0.1791
P -0.325 1.961 -1.274 1.0954
H 1.990 2.372 -1.842 0.0908
H -0.167 -0.367 -3.216 0.0974
F 4.863 -4.913 0.700 0.0583
C -3.431 -0.102 -4.037 -0.1003
N -1.631 0.918 1.246 -0.0630
S 2.938 -2.579 0.061 0.6689
N -1.910 2.212 3.068 0.1340
O 2.567 -0.325 -2.443 0.0546
H -1.848 -1.426 -4.620 0.1054
H -1.331 5.767 -4.435 0.0938
C -0.947 4.125 -3.112 -0.0944
H 1.144 1.758 -3.281 0.0890
H -3.955 2.204 2.877 0.1391
C -2.826 1.586 -2.440 -0.1331
C -0.612 4.689 -0.809 -0.1092
H -1.200 7.475 -2.648 0.0904
C -1.059 6.427 -2.409 -0.1140
C -0.680 3.714 -1.804 -0.3642
H 4.083 1.237 2.828 0.1048
F 2.351 -2.933 5.093 0.1066
C 2.627 -2.975 2.741 -0.2397
S -1.165 -1.494 2.895 0.1406
C 1.698 0.242 -1.824 -0.6920
C -1.167 0.046 -3.224 -0.1012
S -0.357 -3.801 -0.668 0.3777
N 2.379 2.123 3.585 0.0790
C 4.524 -4.904 3.003 -0.1577
C 3.003 1.293 2.752 -0.1080
F 1.673 -2.038 2.626 -0.0422
C 4.206 -4.397 1.754 -0.2464
H 0.523 2.892 4.091 0.1112
C 2.322 0.526 1.820 -0.0995
F 5.450 -5.874 3.127 0.0836
C -1.503 1.134 -2.424 -0.3901
C -1.132 5.466 -3.413 -0.0984
C 0.854 -4.988 -1.098 -0.1522
H 0.646 -5.227 -2.140 0.0688
H -4.800 1.347 -3.230 0.0969
C 1.060 2.197 3.459 -0.0674
O -1.603 -4.439 -0.933 -0.3363
H -3.690 0.877 0.702 0.0579
O -0.128 -3.361 0.773 -0.5902
C 3.274 -3.378 1.570 -0.5524
S -2.525 -1.455 -0.389 0.1864
Zr -0.198 -1.263 0.525 1.2992
C -3.779 0.983 -3.242 -0.0947
H 0.705 -5.857 -0.460 0.0755
C 3.918 -4.407 4.137 -0.1593
```

Computed properties:
E_tot	-196026.0920	eV
LUMO energy	3.81	eV
highest occupied orbital energy	-1.7	eV
charge	-2

Ordered max |F| results: 0.0843 0.0266 0.0216 0.0153 0.0437; unit Eh/bohr.
Ordered energy above the lowest of the compared OMol25 structures with the same formula, charge and spin results: 2.992 2.975 0.000 0.000 2.346; unit eV.